1.
Here is C40H34Cl2F6N5O3PSY as an isolated structure from OMol25. Energies are from the ωB97M-V functional and the def2-TZVPD basis.

Atoms and positions in Å:
1 Y -0.570 -0.779 0.280
2 N 3.297 -1.978 2.284
3 C 3.974 -1.838 1.079
4 C 5.279 -2.146 0.715
5 C 5.642 -1.822 -0.576
6 C 4.734 -1.209 -1.459
7 C 3.441 -0.919 -1.080
8 C 3.055 -1.260 0.213
9 N 1.834 -1.069 0.876
10 C 2.057 -1.476 2.101
11 C 1.090 -1.332 3.189
12 C 1.320 -1.357 4.525
13 S -0.125 -0.985 5.351
14 C -0.922 -0.769 3.873
15 N -0.192 -1.007 2.818
16 H 3.648 -2.371 3.140
17 H 5.979 -2.600 1.402
18 H 6.649 -2.031 -0.909
19 H 5.063 -0.951 -2.456
20 H 2.762 -0.432 -1.766
21 H 2.244 -1.538 5.046
22 H -1.955 -0.461 3.809
23 N -1.511 1.592 -0.967
24 C -2.008 1.800 -2.294
25 C -2.891 2.845 -2.560
26 C -3.349 3.047 -3.848
27 C -2.921 2.220 -4.886
28 C -2.061 1.175 -4.611
29 C -1.609 0.944 -3.308
30 P -0.620 -0.521 -2.895
31 C -1.560 -1.784 -3.847
32 C -2.918 -1.896 -3.545
33 C -3.724 -2.814 -4.191
34 C -3.179 -3.650 -5.161
35 C -1.838 -3.538 -5.481
36 C -1.032 -2.606 -4.833
37 C 0.947 -0.245 -3.787
38 C 1.830 -1.296 -4.047
39 C 3.035 -1.062 -4.690
40 C 3.397 0.230 -5.048
41 C 2.540 1.284 -4.770
42 C 1.316 1.046 -4.158
43 H -2.061 2.098 -0.281
44 H -0.560 1.945 -0.882
45 H -3.197 3.507 -1.759
46 H -4.033 3.860 -4.051
47 H -3.271 2.384 -5.895
48 H -1.755 0.508 -5.408
49 H -3.370 -1.252 -2.796
50 H -4.774 -2.883 -3.943
51 H -3.800 -4.377 -5.667
52 H -1.406 -4.171 -6.245
53 H 0.004 -2.530 -5.131
54 H 1.598 -2.304 -3.734
55 H 3.696 -1.893 -4.898
56 H 4.342 0.413 -5.543
57 H 2.813 2.295 -5.043
58 H 0.647 1.880 -3.985
59 C -0.227 -5.336 1.037
60 C -0.321 -4.120 0.118
61 O -0.314 -2.946 0.820
62 C 0.902 -4.138 -0.819
63 F 2.036 -4.062 -0.112
64 F 0.888 -3.057 -1.643
65 F 0.980 -5.228 -1.587
66 C -1.625 -4.171 -0.706
67 F -2.661 -4.541 0.063
68 F -1.911 -2.923 -1.157
69 F -1.605 -4.978 -1.767
70 H 0.721 -5.288 1.568
71 H -0.281 -6.288 0.508
72 H -1.037 -5.297 1.762
73 Cl -0.902 2.874 4.082
74 C -0.261 2.999 2.444
75 Cl -1.019 4.328 1.529
76 C -0.455 1.716 1.651
77 O -1.536 1.097 1.685
78 O 0.519 1.348 0.941
79 H 0.799 3.220 2.513
80 C -6.885 -2.259 2.255
81 C -5.482 -1.926 1.839
82 C -4.387 -2.607 2.359
83 C -3.110 -2.304 1.928
84 N -2.881 -1.340 1.027
85 C -3.924 -0.672 0.534
86 C -5.230 -0.934 0.897
87 H -6.947 -2.450 3.326
88 H -7.232 -3.156 1.740
89 H -7.568 -1.448 2.007
90 H -4.523 -3.391 3.093
91 H -2.230 -2.827 2.279
92 H -3.703 0.118 -0.177
93 H -6.034 -0.362 0.454

Results
frontier orbital gap = 8.75 eV
multiplicity = 1
highest occupied orbital energy = -10.924 eV
electronic energy = -118145.67409 eV
net charge = +1

Results of the Mulliken charge analysis, in e, for atoms 1 through 8: 0.2129, -0.0175, 0.5723, -1.3723, -0.6026, -0.7754, -0.0778, -0.1997

***

2.
Here is C40H34Cl3N5O4Ti as an isolated structure from OMol25. Energies are from the ωB97M-V functional and the def2-TZVPD basis.

Atoms and positions in Å:
1 Ti -0.310 0.846 1.266
2 C -0.848 3.839 2.436
3 C -1.786 2.936 3.246
4 C -1.130 1.875 4.085
5 C -0.999 2.014 5.460
6 C -0.425 0.995 6.204
7 C -0.004 -0.151 5.549
8 C -0.163 -0.224 4.179
9 N -0.699 0.768 3.454
10 N -0.019 3.183 1.379
11 C -0.496 3.580 0.036
12 C 0.060 2.727 -1.083
13 C 0.216 3.242 -2.360
14 C 0.614 2.392 -3.381
15 C 0.838 1.052 -3.096
16 C 0.645 0.615 -1.797
17 N 0.260 1.433 -0.814
18 C 1.411 3.521 1.525
19 C 2.345 2.339 1.603
20 C 3.713 2.552 1.638
21 C 4.562 1.471 1.807
22 C 4.005 0.208 1.936
23 C 2.633 0.067 1.871
24 N 1.803 1.117 1.698
25 H -1.463 4.615 1.971
26 H -0.179 4.353 3.128
27 H -2.343 3.605 3.906
28 H -2.515 2.445 2.604
29 H -1.359 2.914 5.942
30 H -0.318 1.092 7.276
31 H 0.441 -0.977 6.087
32 H 0.162 -1.095 3.620
33 H -1.578 3.452 0.025
34 H -0.270 4.637 -0.155
35 H 0.022 4.289 -2.553
36 H 0.742 2.769 -4.387
37 H 1.146 0.353 -3.862
38 H 0.765 -0.424 -1.517
39 H 1.735 4.179 0.711
40 H 1.553 4.090 2.445
41 H 4.100 3.559 1.545
42 H 5.634 1.614 1.840
43 H 4.623 -0.669 2.074
44 H 2.169 -0.912 1.939
45 Cl -6.792 1.213 -4.295
46 C -5.824 1.214 -2.848
47 C -6.451 1.232 -1.613
48 C -5.676 1.234 -0.464
49 C -4.289 1.220 -0.547
50 C -3.680 1.197 -1.797
51 C -4.443 1.193 -2.955
52 C -3.466 1.228 0.721
53 O -4.024 1.216 1.811
54 O -2.193 1.284 0.526
55 H -7.531 1.242 -1.558
56 H -6.132 1.244 0.516
57 H -2.600 1.168 -1.852
58 H -3.977 1.169 -3.931
59 Cl -0.199 -3.445 -3.804
60 C 1.368 -2.708 -3.809
61 C 1.868 -2.245 -5.013
62 C 3.062 -1.542 -5.053
63 C 3.744 -1.295 -3.874
64 C 3.247 -1.785 -2.680
65 Cl 4.097 -1.417 -1.208
66 C 2.061 -2.531 -2.600
67 N 1.562 -2.964 -1.385
68 C 1.134 -4.312 -1.169
69 C 1.776 -5.372 -1.791
70 C 1.368 -6.675 -1.552
71 C 0.328 -6.915 -0.665
72 C -0.302 -5.848 -0.041
73 C 0.074 -4.534 -0.290
74 C -0.688 -3.381 0.299
75 C 0.178 -2.357 1.026
76 O 1.181 -2.719 1.646
77 O -0.221 -1.146 0.920
78 H 1.297 -2.419 -5.915
79 H 3.449 -1.177 -5.994
80 H 4.664 -0.727 -3.867
81 H 2.040 -2.589 -0.575
82 H 2.598 -5.170 -2.468
83 H 1.869 -7.496 -2.047
84 H 0.006 -7.928 -0.460
85 H -1.120 -6.035 0.645
86 H -1.424 -3.756 1.014
87 H -1.234 -2.852 -0.485

Results
frontier orbital gap (alpha / beta) = 5.45 / 8.27 eV
multiplicity = 3
highest occupied orbital energy (alpha / beta) = -5.211 / -8.018 eV
electronic energy = -118360.68464 eV

Results of the Mulliken charge analysis, in e, for atoms 1 through 8: 0.2380, -0.9824, -0.2176, 0.6818, -0.7901, -0.4279, -1.0132, -0.0991

***

3.
Here is C40H35AsF5N5O2PtSTe as an isolated structure from OMol25. Energies are from the ωB97M-V functional and the def2-TZVPD basis.

Atoms and positions in Å:
1 Pt 1.374 0.238 -0.220
2 C 1.187 0.813 -4.485
3 C 0.822 0.510 -3.169
4 N 1.697 0.568 -2.189
5 C 2.995 0.946 -2.411
6 C 3.440 1.219 -3.715
7 C 2.485 1.154 -4.754
8 C 4.801 1.540 -3.914
9 C 5.642 1.556 -2.839
10 C 5.189 1.303 -1.527
11 C 3.860 1.039 -1.282
12 N 3.244 0.798 -0.063
13 C 3.677 0.943 1.249
14 C 4.853 1.496 1.697
15 C 5.131 1.571 3.077
16 C 4.260 1.106 4.019
17 C 3.028 0.559 3.602
18 C 2.042 0.079 4.493
19 C 0.861 -0.421 4.017
20 C 0.628 -0.421 2.637
21 N 1.528 0.027 1.789
22 C 2.744 0.498 2.227
23 H 0.442 0.759 -5.266
24 H -0.178 0.196 -2.903
25 H 2.796 1.375 -5.767
26 H 5.160 1.753 -4.912
27 H 6.692 1.773 -2.982
28 H 5.912 1.312 -0.729
29 H 5.565 1.922 1.011
30 H 6.067 2.018 3.384
31 H 4.487 1.166 5.074
32 H 2.236 0.115 5.558
33 H 0.092 -0.794 4.678
34 H -0.304 -0.774 2.221
35 F -0.933 4.371 1.297
36 Te 0.639 3.437 0.954
37 F 2.512 3.423 0.900
38 F -0.331 2.068 1.893
39 F 0.851 4.875 -0.188
40 F 1.100 3.815 2.719
41 O 0.590 2.164 -0.387
42 S 2.431 -1.809 -0.431
43 C 1.303 -3.112 -0.167
44 N 1.855 -4.304 0.011
45 C 1.084 -5.551 0.108
46 C -0.267 -5.354 -0.555
47 C -0.921 -4.098 -0.007
48 N -0.004 -2.965 -0.172
49 H 2.862 -4.352 0.040
50 H 0.969 -5.818 1.160
51 H 1.656 -6.336 -0.381
52 H -0.899 -6.220 -0.367
53 H -0.140 -5.260 -1.635
54 H -1.170 -4.215 1.050
55 H -1.834 -3.858 -0.550
56 H -0.372 -2.025 -0.343
57 O -0.620 -0.361 -0.462
58 As -2.192 0.260 -0.166
59 C -2.697 -0.195 1.621
60 C -3.090 -1.518 1.825
61 C -3.423 -1.946 3.100
62 C -3.379 -1.053 4.163
63 C -2.993 0.264 3.957
64 C -2.642 0.701 2.687
65 C -2.545 2.087 -0.569
66 C -3.484 2.768 0.201
67 C -3.833 4.065 -0.149
68 C -3.240 4.673 -1.243
69 C -2.313 3.982 -2.015
70 C -1.966 2.683 -1.687
71 C -3.257 -0.809 -1.332
72 C -4.642 -0.682 -1.265
73 C -5.439 -1.443 -2.104
74 C -4.855 -2.323 -3.008
75 C -3.475 -2.445 -3.075
76 C -2.668 -1.689 -2.234
77 H -3.166 -2.205 0.990
78 H -3.738 -2.969 3.261
79 H -3.659 -1.384 5.155
80 H -2.964 0.958 4.786
81 H -2.303 1.716 2.542
82 H -3.959 2.301 1.052
83 H -4.563 4.601 0.442
84 H -3.502 5.690 -1.501
85 H -1.861 4.458 -2.874
86 H -1.252 2.146 -2.295
87 H -5.102 0.009 -0.567
88 H -6.515 -1.347 -2.057
89 H -5.481 -2.912 -3.664
90 H -3.025 -3.125 -3.787
91 H -1.590 -1.781 -2.286

Results
frontier orbital gap = 6.15 eV
multiplicity = 1
highest occupied orbital energy = -12.304 eV
electronic energy = -149383.62959 eV
net charge = +2

Results of the Mulliken charge analysis, in e, for atoms 1 through 8: -0.0335, -1.4765, 0.2198, 0.4390, 0.3787, 0.8815, -0.6614, -0.9200

***

4.
Here is C40H35N4OPSY as an isolated structure from OMol25. Energies are from the ωB97M-V functional and the def2-TZVPD basis.

Atoms and positions in Å:
1 Y 0.371 0.364 -1.637
2 C -3.521 4.645 1.636
3 C -3.045 3.856 2.670
4 C -2.051 2.924 2.431
5 C -1.538 2.787 1.147
6 C -2.044 3.554 0.099
7 C -3.030 4.487 0.349
8 P -0.112 1.735 0.736
9 C 0.314 0.973 2.328
10 C 1.451 1.242 3.078
11 C 1.633 0.587 4.286
12 C 0.712 -0.348 4.732
13 C -0.408 -0.637 3.966
14 C -0.607 0.025 2.772
15 C 1.136 3.041 0.461
16 C 1.159 4.077 1.369
17 C 2.067 5.131 1.239
18 C 2.968 5.112 0.210
19 C 2.972 4.071 -0.742
20 C 3.905 4.072 -1.799
21 C 3.893 3.073 -2.726
22 C 2.930 2.050 -2.656
23 C 1.973 1.984 -1.657
24 C 2.025 3.008 -0.654
25 H -4.279 5.386 1.835
26 H -3.431 3.976 3.671
27 H -1.670 2.318 3.241
28 H -1.649 3.410 -0.903
29 H -3.411 5.100 -0.455
30 H 2.182 1.960 2.731
31 H 2.495 0.814 4.893
32 H 0.865 -0.851 5.675
33 H -1.119 -1.378 4.299
34 H -1.480 -0.162 2.160
35 H 0.452 4.080 2.188
36 H 2.045 5.941 1.951
37 H 3.690 5.908 0.100
38 H 4.624 4.876 -1.856
39 H 4.605 3.065 -3.537
40 H 2.962 1.304 -3.447
41 C -5.066 0.247 1.578
42 C -4.629 -0.163 0.176
43 N -3.600 -1.183 0.168
44 C -3.841 -2.391 0.942
45 C -3.119 -2.410 2.287
46 C -2.540 -1.138 -0.638
47 S -2.356 0.162 -1.777
48 N -1.760 -2.198 -0.685
49 C -0.466 -2.355 -0.734
50 O 0.377 -1.449 -0.395
51 C 0.010 -3.691 -1.149
52 C 1.341 -4.045 -0.944
53 C 1.800 -5.283 -1.352
54 C 0.940 -6.173 -1.975
55 C -0.388 -5.827 -2.174
56 C -0.856 -4.592 -1.768
57 H -5.760 1.078 1.489
58 H -4.212 0.576 2.165
59 H -5.578 -0.561 2.095
60 H -4.233 0.706 -0.352
61 H -5.501 -0.533 -0.377
62 H -3.489 -3.245 0.356
63 H -4.919 -2.480 1.083
64 H -2.043 -2.400 2.130
65 H -3.374 -3.327 2.812
66 H -3.404 -1.566 2.909
67 H 2.000 -3.346 -0.452
68 H 2.829 -5.559 -1.186
69 H 1.302 -7.135 -2.310
70 H -1.060 -6.522 -2.653
71 H -1.886 -4.309 -1.935
72 N 6.368 -3.924 -4.515
73 C 5.439 -3.355 -4.167
74 C 4.294 -2.641 -3.724
75 C 3.218 -2.413 -4.581
76 C 2.133 -1.701 -4.098
77 N 2.066 -1.214 -2.857
78 C 3.103 -1.441 -2.042
79 C 4.230 -2.145 -2.422
80 H 3.236 -2.778 -5.596
81 H 1.286 -1.501 -4.744
82 H 3.030 -1.029 -1.038
83 H 5.044 -2.304 -1.730

Results
frontier orbital gap = 7.20 eV
multiplicity = 1
highest occupied orbital energy = -10.465 eV
electronic energy = -71220.65572 eV
net charge = +1

Results of the Mulliken charge analysis, in e, for atoms 1 through 8: 0.7574, -0.6151, -0.7317, -0.0836, 0.5665, -0.7367, -0.7010, 1.1737

***

5.
Here is C40H36AlClN3Si2 as an isolated structure from OMol25. Energies are from the ωB97M-V functional and the def2-TZVPD basis.

Atoms and positions in Å:
1 C 2.508 0.319 -0.125
2 C 2.348 -0.524 -1.224
3 C 2.337 0.260 -2.418
4 H 2.309 -1.617 -1.188
5 C 2.457 1.622 -2.067
6 C 2.587 1.694 -0.607
7 H 3.101 2.499 -0.076
8 H 2.640 0.030 0.917
9 H 2.338 -0.147 -3.427
10 H 2.575 2.464 -2.745
11 Al 0.537 2.244 -0.576
12 Si -5.029 1.426 -2.347
13 C -5.364 1.097 -4.128
14 C -6.094 2.050 -4.853
15 H -6.470 2.941 -4.342
16 C -6.310 1.871 -6.222
17 H -6.832 2.643 -6.795
18 C -5.836 0.718 -6.865
19 H -6.029 0.573 -7.932
20 C -5.091 -0.226 -6.146
21 H -4.691 -1.112 -6.649
22 C -4.841 -0.029 -4.782
23 H -4.240 -0.753 -4.224
24 C -3.319 2.148 -2.335
25 C -2.338 1.459 -3.015
26 H -2.599 0.585 -3.616
27 C -0.990 1.873 -2.915
28 H -0.181 1.320 -3.389
29 C -0.689 2.828 -1.795
30 H 0.451 3.332 -1.835
31 C -1.775 3.853 -1.589
32 H -1.542 4.738 -0.995
33 C -3.091 3.336 -1.646
34 H -3.938 3.826 -1.157
35 H -5.010 0.158 -1.603
36 Si -0.721 3.735 -3.241
37 C 0.644 4.930 -3.726
38 C 1.085 4.986 -5.068
39 H 0.877 4.149 -5.744
40 C 1.729 6.127 -5.560
41 H 2.046 6.174 -6.608
42 C 1.955 7.222 -4.703
43 H 2.446 8.120 -5.089
44 C 1.540 7.172 -3.364
45 H 1.712 8.026 -2.696
46 C 0.898 6.027 -2.878
47 H 0.588 5.981 -1.830
48 C -1.874 3.869 -4.747
49 C -1.837 2.872 -5.721
50 H -1.126 2.048 -5.675
51 C -2.743 2.887 -6.788
52 H -2.736 2.065 -7.502
53 C -3.648 3.941 -6.905
54 H -4.357 3.951 -7.738
55 C -3.681 4.946 -5.941
56 H -4.399 5.764 -6.018
57 C -2.804 4.899 -4.848
58 H -2.869 5.672 -4.088
59 H -5.880 2.296 -1.843
60 Cl 1.076 4.311 0.138
61 C 2.578 0.915 4.558
62 C 1.297 0.342 4.492
63 C 0.426 0.730 3.479
64 C 0.869 1.616 2.478
65 C 2.122 2.261 2.609
66 C 2.993 1.878 3.621
67 N 0.117 1.714 1.318
68 N -1.107 1.179 1.434
69 C -1.346 0.280 0.432
70 C -2.308 -0.719 0.672
71 C -2.491 -1.688 -0.295
72 C -1.752 -1.588 -1.489
73 C -0.791 -0.598 -1.618
74 N -0.568 0.336 -0.674
75 H 3.248 0.633 5.369
76 H 0.956 -0.397 5.220
77 H -0.564 0.293 3.375
78 H 2.368 3.029 1.879
79 H 3.987 2.329 3.681
80 H -2.857 -0.613 1.609
81 H -3.236 -2.468 -0.171
82 H -1.905 -2.279 -2.319
83 H -0.168 -0.558 -2.512

Results
frontier orbital gap (alpha / beta) = 4.71 / 4.71 eV
multiplicity = 1
highest occupied orbital energy (alpha / beta) = -9.929 / -9.927 eV
electronic energy = -81398.35764 eV
net charge = +1

Results of the Mulliken charge analysis, in e, for atoms 1 through 8: -0.6035, -0.8630, -0.7958, 0.4941, -0.6540, -0.2298, 1.0042, 0.4902

***

Q: What is the multiplicity in the first record?
A: 1

***

Q: Which of these has the highest multiplicity?
A: C40H34Cl3N5O4Ti

***

Q: multiplicity of number 4 (C40H35N4OPSY)?
A: 1